{
  "formula": "C12H20N",
  "method": "ωB97M-V with the def2-TZVPD basis set",
  "homo_energy_ev": [-10.411, -14.030],
  "multiplicity": 3,
  "gap_ev": [6.725, 5.877],
  "charge": 1,
  "lumo_energy_ev": [-3.686, -8.152],
  "species": ["C", "C", "C", "C", "C", "C", "C", "C", "C", "C", "C", "C", "N", "H", "H", "H", "H", "H", "H", "H", "H", "H", "H", "H", "H", "H", "H", "H", "H", "H", "H", "H", "H"],
  "coordinates": [[-3.630217, -0.333063, 0.355881], [-2.956841, -1.140065, -0.604890], [-2.940533, 0.779870, 0.781402], [-1.698878, -0.757328, -0.971317], [-1.625555, 1.027546, 0.394074], [2.671417, -0.131861, 0.317386], [0.875023, 0.304540, 1.845415], [0.899889, -1.861832, 0.597787], [0.828450, -0.131169, -2.150677], [0.954647, 2.007865, -0.583814], [1.192123, -0.356791, 0.485327], [0.446326, 0.364330, -0.790808], [-1.002170, 0.254341, -0.489046], [-4.679022, -0.314791, 0.502542], [-3.411798, -2.167238, -0.755507], [-3.217744, 1.344471, 1.654578], [-1.235504, -1.440586, -1.689689], [-1.170303, 1.833818, 0.819658], [2.833283, 0.981574, 0.290051], [3.132586, -0.568727, 1.298846], [3.021331, -0.610992, -0.589313], [1.082164, 1.330870, 1.777010], [-0.239045, 0.304900, 2.068379], [1.335525, -0.372627, 2.641206], [1.751350, -2.287453, 1.039169], [-0.033829, -1.997090, 1.269782], [0.585115, -2.441586, -0.345553], [1.132296, -1.183850, -2.095989], [-0.084396, 0.211508, -2.755839], [1.657116, 0.404190, -2.477543], [0.782064, 2.394918, 0.351793], [0.785702, 2.599740, -1.429492], [1.959434, 1.952558, -0.760796]],
  "atomic_forces_ev_per_a": [[-0.8, 2.5, 0.5], [-2.0, -1.6, 1.1], [0.2, -1.4, 0.9], [1.7, -2.0, -2.1], [-3.0, 1.3, 2.2], [0.8, 0.3, 1.8], [-2.3, -2.5, 0.2], [-3.7, 0.1, -0.8], [-2.6, 0.0, 0.5], [-1.8, -4.0, -2.3], [-0.6, 0.3, -1.0], [1.6, 3.0, 3.8], [2.3, -2.6, -3.7], [-0.8, -0.7, 0.3], [1.1, 1.3, -0.5], [-0.8, 0.4, -0.2], [0.4, 0.6, 0.2], [1.4, 1.9, 0.6], [0.6, -1.6, 0.2], [-0.2, 0.8, -2.1], [0.6, -0.1, 0.0], [1.2, 1.1, 0.9], [1.1, -0.4, -0.1], [-0.3, 1.6, -0.8], [0.9, -1.1, 0.6], [1.6, 0.0, -0.7], [1.0, 1.0, 1.1], [-0.7, 0.1, -0.6], [1.6, -1.2, 0.0], [1.5, 1.0, -0.7], [-0.7, 1.1, 1.6], [-1.8, 1.2, -1.1], [2.7, -0.5, 0.2]],
  "mulliken_spin": [0.485, 0.333, -0.086, 0.297, 0.636, 0.011, 0.017, 0.014, 0.006, 0.015, 0.020, -0.045, 0.213, 0.021, -0.008, -0.005, 0.038, 0.048, 0.000, 0.002, 0.000, -0.005, -0.009, 0.003, 0.006, -0.005, 0.001, 0.000, 0.000, -0.001, 0.005, -0.002, -0.001]
}

{
  "formula": "C12H20N4O3",
  "method": "ωB97M-V with the def2-TZVPD basis set",
  "homo_energy_ev": -8.897,
  "gap_ev": 9.255,
  "charge": 0,
  "lumo_energy_ev": 0.358,
  "species": ["C", "C", "C", "C", "C", "N", "C", "O", "N", "C", "C", "C", "C", "N", "C", "N", "C", "O", "O", "H", "H", "H", "H", "H", "H", "H", "H", "H", "H", "H", "H", "H", "H", "H", "H", "H", "H", "H", "H"],
  "coordinates": [[2.381627, 1.642156, 1.393961], [2.471974, 0.834205, 0.068058], [2.624142, -0.716040, 0.046144], [3.937988, -0.969616, -0.879550], [1.364853, -1.572449, -0.328321], [0.778644, -1.396063, -1.629035], [0.212208, -1.341669, 0.724058], [0.493561, -1.024527, 1.866609], [-0.979556, -1.652611, 0.274956], [-2.266041, -1.310443, 0.837552], [-2.353492, 0.147650, 1.423417], [-2.122629, 1.046704, 0.356141], [-2.957658, 1.738837, -0.357498], [-2.114265, 2.665221, -0.973189], [-0.897443, 2.282204, -0.827587], [-0.812316, 1.210894, -0.004157], [-3.411810, -1.510075, -0.134287], [-3.238159, -2.102847, -1.178579], [-4.504528, -0.978940, 0.331994], [3.325337, 2.206417, 1.522842], [1.551554, 2.278850, 1.249913], [2.239960, 0.916313, 2.229000], [3.344120, 1.123891, -0.431467], [1.612355, 1.066548, -0.403533], [2.904850, -0.994075, 1.115829], [4.860624, -0.369729, -0.417662], [3.625084, -0.522553, -1.883621], [3.971852, -2.081987, -0.878695], [1.661047, -2.588833, -0.232461], [1.483333, -1.500758, -2.371873], [0.495849, -0.345167, -1.647423], [-0.952666, -1.924179, -0.727487], [-2.273546, -2.096540, 1.639524], [-3.406112, 0.316510, 2.059913], [-1.597523, 0.406984, 2.191459], [-4.007139, 1.768688, -0.572760], [-2.335400, 3.456115, -1.663513], [-0.070335, 2.864884, -1.291279], [-5.040362, -0.973980, -0.497375]],
  "atomic_forces_ev_per_a": [[1.5, -2.1, 0.0], [1.2, -1.6, 2.3], [1.6, 0.5, 1.5], [-1.8, 0.7, 1.1], [0.2, 1.4, 1.1], [-0.1, 2.8, -1.2], [2.6, -0.2, 0.9], [-0.3, 0.3, 0.3], [-1.5, -0.2, -3.3], [1.0, -0.7, 2.8], [-2.4, -1.8, 3.8], [1.7, -1.9, 0.6], [-1.7, 3.5, -1.9], [-3.2, 2.7, -3.7], [3.9, -1.3, 1.1], [0.4, 2.9, -1.1], [3.8, -1.5, 0.0], [-1.1, 0.7, 0.3], [-2.0, 0.4, -1.7], [-0.6, -0.1, 0.2], [-0.8, 0.9, 0.6], [-0.1, 0.9, -0.4], [0.8, 1.2, -1.1], [-2.6, 0.9, -2.3], [-0.4, -0.1, -1.3], [-2.0, -1.7, -1.1], [1.0, -0.8, 1.0], [1.0, 0.8, -0.5], [0.2, -1.1, 0.1], [-0.4, 0.0, 0.4], [0.4, -2.3, -0.3], [-0.3, 0.4, 0.8], [-1.2, 0.9, -0.1], [2.6, -0.5, -2.1], [-0.1, -0.9, -0.5], [-0.2, 0.0, 0.6], [0.0, -1.9, 1.6], [-0.6, -0.9, 0.5], [-0.5, 0.0, 0.9]],
  "mulliken_charge": [-1.127, -0.554, 0.164, -1.368, -0.062, -0.740, -0.014, -0.684, -0.003, -0.206, -0.739, 0.263, -0.562, -0.046, -0.588, 0.047, 0.344, -0.616, -0.380, 0.346, 0.263, 0.228, 0.733, -0.084, 0.315, 0.320, 0.353, 0.386, 0.570, 0.350, 0.194, 0.363, 0.386, 0.317, 0.356, 0.442, 0.311, 0.336, 0.387]
}

{
  "formula": "C12H20N6OS",
  "method": "ωB97M-V with the def2-TZVPD basis set",
  "homo_energy_ev": -7.727,
  "gap_ev": 8.413,
  "charge": 0,
  "lumo_energy_ev": 0.686,
  "species": ["N", "N", "O", "S", "C", "C", "C", "C", "C", "C", "N", "N", "N", "N", "C", "C", "C", "C", "C", "C", "H", "H", "H", "H", "H", "H", "H", "H", "H", "H", "H", "H", "H", "H", "H", "H", "H", "H", "H", "H"],
  "coordinates": [[1.616487, -2.216481, -5.042203], [0.566123, -2.560630, -3.023846], [0.482202, 1.059446, 1.492113], [2.593033, -1.351908, 1.443361], [0.599310, -2.647744, -4.387425], [1.687849, -1.948013, -2.797861], [-0.033279, 0.345840, 3.554473], [-1.166108, 0.979777, 2.961575], [0.965610, 0.441239, 2.621398], [-0.855676, 1.297963, 1.672709], [-0.464046, -3.288514, -4.941178], [2.345186, -1.759280, -3.992857], [-3.215257, 2.078398, 1.018579], [2.028983, -1.535818, -1.561827], [2.354313, -0.157158, 2.816115], [-3.439505, 3.263725, 1.898816], [-4.175673, 0.973540, 0.976222], [-1.813959, 1.868332, 0.602004], [3.051399, -0.196439, 0.068266], [3.311552, -0.873954, -1.225148], [-0.024241, -0.154292, 4.510802], [-2.124827, 1.065608, 3.445310], [-0.393726, -3.480993, -5.938776], [-0.886096, -4.022892, -4.334817], [3.130692, -1.164687, -4.089197], [1.363607, -1.815345, -0.809644], [2.446216, -0.755134, 3.736358], [3.136603, 0.593043, 2.805695], [-4.522294, 3.506100, 1.909153], [-2.881000, 4.120739, 1.552795], [-3.106551, 3.054397, 2.937127], [-4.761304, 1.017019, 0.038770], [-3.661800, -0.014112, 1.045469], [-4.855323, 1.040615, 1.826392], [-1.811875, 1.230314, -0.287389], [-1.439348, 2.826348, 0.318592], [3.977810, 0.324876, 0.349486], [2.275406, 0.567533, -0.088474], [3.574878, -0.115520, -1.936569], [4.124631, -1.595936, -1.144371]],
  "atomic_forces_ev_per_a": [[0.2, 0.4, -0.2], [-0.2, 0.0, -0.6], [0.5, -0.5, -0.5], [0.7, 0.2, -0.5], [-2.3, -1.9, 0.4], [0.4, 0.3, -0.8], [0.3, 0.6, -1.0], [-0.5, -0.6, -0.3], [-0.5, -0.5, 2.3], [-1.0, 0.3, 1.4], [-1.3, -1.1, -0.6], [1.3, 0.9, 2.7], [1.2, 0.9, 0.3], [0.8, 0.3, 0.4], [-1.0, 0.2, -1.7], [-0.5, -1.9, 0.1], [0.7, 0.1, -0.1], [-0.5, -0.7, 0.6], [0.5, 1.2, 1.3], [-1.7, -1.7, 0.4], [0.3, 0.2, 0.0], [-0.1, 0.0, -0.2], [-0.1, -0.2, 0.6], [0.6, 1.1, -1.0], [0.5, 0.3, -0.5], [1.0, 0.4, -1.0], [-0.5, 0.5, -0.3], [0.3, 0.1, -0.1], [0.7, -0.1, 0.0], [0.1, 0.2, -0.3], [-0.3, 0.2, -0.3], [0.1, -0.2, 0.4], [-0.3, 0.7, -0.1], [-0.1, 0.0, 0.0], [0.1, 0.0, 0.1], [0.4, 0.8, -0.5], [-0.2, -0.1, 0.2], [0.1, -0.4, 0.3], [0.0, 0.3, -0.7], [0.1, -0.1, -0.1]],
  "mulliken_charge": [-0.990, -0.670, -0.370, -0.192, 0.441, 0.418, -1.193, 0.273, 0.416, 0.221, -0.444, 0.349, 0.068, -0.064, -0.522, -0.914, -1.001, -1.136, -0.760, -0.655, 0.380, 0.469, 0.258, 0.240, 0.234, 0.229, 0.347, 0.313, 0.372, 0.282, 0.292, 0.255, 0.343, 0.387, 0.419, 0.397, 0.505, 0.338, 0.396, 0.267]
}

{
  "formula": "C12H20O",
  "method": "ωB97M-V with the def2-TZVPD basis set",
  "homo_energy_ev": -8.350,
  "gap_ev": 9.169,
  "charge": 0,
  "lumo_energy_ev": 0.819,
  "species": ["C", "C", "C", "C", "C", "C", "O", "C", "C", "H", "H", "H", "H", "H", "H", "H", "H", "H", "H", "C", "C", "C", "C", "H", "H", "H", "H", "H", "H", "H", "H", "H", "H"],
  "coordinates": [[-2.451005, 0.225011, -0.281063], [-2.056981, 0.807011, 1.088544], [-1.177133, 2.058157, 0.977575], [-0.366700, 2.304912, -0.126927], [0.307375, 3.523137, -0.218785], [0.308684, 4.389738, 0.862900], [0.801959, 5.674454, 0.805662], [-0.271620, 4.032106, 2.073100], [-1.094685, 2.901020, 2.078006], [-3.323547, -0.417274, -0.163673], [-1.607165, -0.321376, -0.692402], [-2.765208, 1.040183, -0.932049], [-2.940884, 1.132425, 1.634574], [-1.499677, 0.070137, 1.656948], [-0.329394, 1.617728, -0.958281], [0.980113, 3.599057, -1.068112], [1.227609, 5.803177, -0.050534], [-0.101653, 4.649162, 2.941552], [-1.563522, 2.625030, 3.016044], [-0.106166, -3.216371, -0.287293], [1.354028, -2.954522, -0.701904], [2.354069, -4.060031, -0.259814], [1.481441, -2.765606, -2.224538], [-0.179114, -2.976810, 0.770951], [-0.335161, -4.252585, -0.542937], [-0.707360, -2.587367, -0.936611], [1.744804, -2.044041, -0.241693], [1.812329, -5.005768, -0.302470], [3.242289, -4.031060, -0.875126], [2.677259, -3.899001, 0.771197], [0.882366, -1.900849, -2.544117], [2.507843, -2.430422, -2.396131], [1.194806, -3.589353, -2.872580]],
  "atomic_forces_ev_per_a": [[-0.3, 0.4, 0.9], [0.4, 0.8, -0.8], [-0.1, -1.0, 0.0], [-0.6, 0.8, 0.4], [0.6, -1.1, 0.0], [-0.1, 0.8, 0.1], [0.5, -0.4, -0.2], [-0.7, -0.7, -0.7], [1.0, 0.5, 0.5], [0.2, -0.3, -0.1], [-0.1, -0.1, -0.3], [0.2, -0.1, -0.2], [-0.1, -0.3, 0.2], [-0.2, -0.3, 0.3], [0.0, -0.1, 0.0], [-0.2, 0.7, 0.0], [0.0, 0.0, 0.1], [-0.2, 0.1, 0.0], [-0.2, 0.0, -0.1], [1.5, 0.2, -0.6], [0.7, -0.6, -0.6], [-1.1, 0.5, 0.5], [0.1, 1.4, 0.4], [-0.6, -0.2, 0.0], [-0.2, 0.0, 0.4], [-0.5, 0.2, 0.4], [-0.4, 0.3, -0.1], [0.5, -0.3, -0.2], [0.1, -0.3, -0.2], [-0.1, -0.1, 0.0], [-0.1, -0.2, 0.1], [0.0, -0.4, -0.4], [0.2, -0.4, 0.2]],
  "mulliken_charge": [-1.166, -0.357, 0.258, -0.349, -0.599, 0.731, -0.531, -0.673, -0.517, 0.383, 0.057, 0.425, 0.378, 0.304, 0.353, 0.277, 0.289, 0.395, 0.345, -1.233, 0.809, -1.373, -1.457, 0.311, 0.411, 0.232, 0.177, 0.309, 0.385, 0.338, 0.348, 0.403, 0.335]
}